(1)
The ion C6H6N with charge +1, computed with the ωB97M-V functional and the def2-TZVPD basis.

Structure (ORCA input):
```
! RIJCOSX wB97M-V def2-TZVPD def2/J DEFGRID3
* xyz 1 1
N -0.7133 0.8690 0.4183
C -0.3652 0.7516 1.6642
C -0.5416 -0.1452 -0.5754
H 0.2271 2.8805 1.1397
C 1.7612 0.1596 -0.0161
C 0.2873 1.8302 1.0110
C 0.9517 -0.8565 -0.5495
H 0.8358 -1.7991 -0.0490
H 1.2073 -1.3429 -1.5426
H -1.1068 -1.1199 -0.3691
H -0.6505 0.1702 2.6250
C 1.6070 1.1982 0.6737
H -0.8266 0.3254 -1.4577
*
```

Results
SMILES string = C1#C[C@@H]2C=[N+]2CC1
Maximum force = 4.64 eV/Å
Gap between HOMO and LUMO (alpha / beta) = 8.644 / 8.644 eV
Calculated total energy = -286.4579 Ha
LUMO energy (alpha / beta) = -0.2277 / -0.2277 hartree

(2)
An isolated molecule of C2H4N2O2, computed with the ωB97M-V functional and the def2-TZVPD basis.

Structure (ORCA input):
```
! RIJCOSX wB97M-V def2-TZVPD def2/J DEFGRID3
* xyz 0 1
C -0.7003 -1.5061 -0.6537
H -0.1765 0.7134 1.6448
H -1.4646 -2.1161 0.0639
C 0.5171 0.6987 -0.2649
H 0.9888 2.4475 0.1941
O -0.1494 -0.4472 1.4601
O -0.5057 -1.6695 -1.8817
N 0.8995 1.4884 0.6393
H 0.6855 0.9376 -1.3115
N -0.0945 -0.5465 0.1096
*
```

Results
SMILES string = [H]/N=C/N(O)C=O
Maximum force = 4.36 eV/Å
Gap between HOMO and LUMO = 10.067 eV
Calculated total energy = -338.4874 Ha
LUMO energy = 0.0156 hartree

(3)
A structure of composition C11H27BaNO4, computed with the ωB97M-V functional and the def2-TZVPD basis.

Structure (ORCA input):
```
! RIJCOSX wB97M-V def2-TZVPD def2/J DEFGRID3
* xyz 0 1
C 0.3478 0.5942 2.5768
H 2.2382 -2.1104 1.3467
C -0.3169 -0.7474 2.4193
C -4.4993 0.3587 -1.0628
H -3.0002 -0.1829 3.0978
H -0.6108 -1.1266 3.4046
H 3.1578 -3.2672 0.5001
H 1.4307 -3.6522 0.8837
C 1.6663 -2.2457 -0.7441
H 2.0450 0.7398 -3.4983
O 1.0335 2.0086 -2.2545
H 1.0116 3.0701 0.5528
H 2.1091 -1.2179 -0.7235
H 3.2874 -3.2527 -1.7930
C 2.1340 -2.8815 0.5718
H -0.3781 1.2438 3.0884
H -1.9635 -1.5645 1.7307
H -5.4291 0.6085 -0.5528
H 2.0459 -2.4822 -2.8608
H -4.3240 -0.7846 1.3468
H -0.3721 2.8604 1.6987
O 0.6396 1.1681 1.3159
H 2.3233 3.4583 -3.8937
H -2.3009 1.2259 2.3267
C -3.8101 0.1746 1.1814
H 0.3511 -1.4343 1.9018
C 2.2286 -3.0178 -1.9282
O 0.2909 -2.1780 -0.7947
H -4.6417 -0.6269 -1.5170
O -3.4010 0.3316 -0.1671
H -4.5217 0.9482 1.4913
H 2.9160 1.1751 -2.0053
C 2.2401 1.5685 -2.7934
H -4.2840 1.0828 -1.8468
H 3.5425 2.3050 -4.3865
N -1.5462 -0.6452 1.5898
C 0.6702 2.6040 1.4737
Ba -0.6760 0.3524 -0.9521
C 2.9980 2.6887 -3.5117
H 1.7084 -3.9793 -1.9935
H 3.7590 3.1844 -2.9026
C -2.6151 0.1968 2.1390
H 1.2825 2.8873 2.3293
H 1.2334 0.5616 3.2153
*
```

Results
Maximum force = 2.15 eV/Å
Gap between HOMO and LUMO = 6.691 eV
Calculated total energy = -816.4721 Ha
LUMO energy = -0.0080 hartree

(4)
An isolated molecule of C5H10, computed with the ωB97M-V functional and the def2-TZVPD basis.

Structure (ORCA input):
```
! RIJCOSX wB97M-V def2-TZVPD def2/J DEFGRID3
* xyz 0 1
H -1.8897 -1.3552 0.4087
H 0.9691 -1.2570 -0.9312
H 0.5596 2.3804 -0.0535
H -1.0888 1.4262 0.8276
H 1.1834 0.6121 1.5305
C -0.7406 0.4400 0.5167
H -2.6045 -0.0186 -0.4977
C 0.7250 0.2664 0.6097
H 2.4583 -0.7719 -0.1149
H 1.2953 -1.8189 0.7161
C 0.3012 1.3446 -0.3314
H -1.1895 -0.8652 -1.1385
C -1.6563 -0.4899 -0.2198
H 0.3342 1.1623 -1.3959
C 1.3900 -0.9657 0.0373
*
```

Results
SMILES string = C[C@@H]1C[C@@H]1C
Maximum force = 3.27 eV/Å
Gap between HOMO and LUMO = 10.014 eV
Calculated total energy = -196.4379 Ha
LUMO energy = 0.0457 hartree

(5)
A cluster of 7 separate species, C31H64B3NO11Si in total, computed with the ωB97M-V functional and the def2-TZVPD basis.

Structure (ORCA input):
```
! RIJCOSX wB97M-V def2-TZVPD def2/J DEFGRID3
* xyz 0 1
H 5.1132 0.6995 0.6222
O 0.6236 -2.4682 -3.1108
H -0.5079 1.1042 -8.5155
H -4.3856 4.0107 -2.2460
C 2.2322 -1.9773 3.1160
H 7.8002 -0.7920 2.2877
H -8.1635 4.9556 -1.2231
C -0.9184 1.8150 -5.6550
H 4.8480 3.5391 2.6935
N 1.4082 -3.5294 -2.6521
C 6.8126 2.0424 0.4851
H -5.0524 -5.1321 0.3856
H 7.9157 -2.8590 4.5220
C -7.0017 -3.8869 2.5294
B 0.5654 -0.3064 -1.8366
C -6.1061 3.9158 -3.5969
C -3.6540 -1.9137 0.2680
H -6.6270 -4.3448 3.4513
C -7.0955 -5.6713 0.9831
H 7.1763 2.7645 -0.2494
H 0.5896 2.7804 3.1340
C 5.3600 1.6795 0.1985
H 4.5780 -2.8629 0.9465
H -7.7221 3.2431 -1.3540
H 6.6317 1.9317 2.6333
C 2.7489 -3.0443 2.1500
H 1.4838 -1.3514 2.6229
B 0.3633 1.7151 -0.6360
H 6.4632 -1.4225 5.8805
C 6.6968 2.7003 1.8594
H 2.3432 1.1580 1.2067
C 1.2273 1.9803 2.7767
O 1.1587 0.8467 -1.3824
H 5.1250 1.6728 -0.8672
C -7.5285 4.3308 -3.2273
H -4.7463 0.7155 -1.0228
H -5.0359 5.5947 -2.7189
C -1.1880 -0.1773 -6.8960
C 1.5857 1.8778 1.5034
H -3.4265 -2.4940 1.1626
H -1.7740 -0.7484 -7.6144
H 1.5845 1.2689 3.5103
C 5.3691 3.4421 1.7395
H -2.7088 1.3556 -6.7734
C -5.3000 4.5597 -2.4763
H 2.3332 -1.4196 -2.5784
H -7.7144 5.3578 -3.5486
H 7.5286 3.3591 2.1043
H 1.9701 -3.4983 1.5390
H -8.6251 -5.3541 2.5398
H 1.3352 -0.7256 -3.8705
C 3.7566 -2.2530 1.3248
H 4.0734 -1.6042 4.2091
H -3.9861 2.0507 -0.1839
H -4.7393 -1.9075 0.1675
H -8.6722 -4.2077 1.1960
O 1.1211 -4.5278 -3.1855
C 8.3325 -1.2652 3.1207
H 5.5048 4.4433 1.3158
O 0.0865 1.7995 -6.6668
O 4.5648 2.6677 0.8522
Si -3.0391 -0.1473 0.4760
O 8.8690 -0.2459 3.9664
H -3.0467 -0.5837 2.9189
H 1.7976 3.2911 -0.0844
H 0.8034 0.1966 -7.7412
H -6.3219 -4.1464 -0.3605
C 1.0039 2.7011 0.3875
O 4.2875 -1.2504 2.1960
H 0.2594 3.3942 0.7808
C -8.0103 -4.7946 1.8363
H 6.5828 -2.5467 3.3989
C -2.0038 0.8483 -6.1113
O -5.9150 -3.7267 1.6173
O -6.1448 4.5699 -1.3249
H 1.7912 -2.3833 4.0249
C 7.3749 -2.0782 3.9821
H -1.2793 2.8360 -5.5254
H 7.4743 1.1775 0.4695
C -4.3920 1.0485 -0.0417
H -2.6421 1.1283 2.6134
C -0.1423 0.7093 -7.5615
H 6.0987 -0.4149 4.4714
C 6.8712 -1.0168 4.9551
H -8.2997 3.6942 -3.6586
H -7.5975 -6.1383 0.1371
H -1.4368 -0.1111 2.3687
H -7.4058 -2.9034 2.7731
H 3.2962 -0.1268 3.6109
O -1.0041 1.5910 -0.8175
H 9.1549 -1.8565 2.7159
H 7.9071 0.8657 5.4070
H -3.2185 -2.4239 -0.5921
H -0.7106 -0.8814 -6.2105
H 3.2550 -3.8381 2.7039
C -7.4836 4.2528 -1.7063
C 1.3078 -1.2140 -2.8933
H -6.0086 2.8286 -3.5561
H 8.7306 -0.5897 5.9969
C -6.0272 -4.6732 0.5539
H -5.7933 4.2495 -4.5854
H -0.4723 1.4855 -4.7082
B -1.4397 0.2699 -0.6978
H -2.5632 0.4209 -5.2801
C 3.4975 -1.1744 3.3818
H -6.6536 -6.4599 1.5957
H -5.2482 1.0458 0.6324
C -2.5041 0.1030 2.2689
O -0.6846 -0.6742 -1.3894
C 8.1231 -0.1798 5.1824
H 3.2708 -1.7614 0.4737
*
```

Results
SMILES string = C=CCB1OB(CON=O)OB([Si](C)(C)C)O1.C1CCOC1.C1CCOC1.C1CCOC1.C1CCOC1.C1CCOC1.C1CCOC1
Maximum force = 1.04 eV/Å
Gap between HOMO and LUMO = 9.648 eV
Calculated total energy = -2466.1261 Ha
LUMO energy = 0.0145 hartree

(6)
A structure of composition C12H16Br2O12Pd, computed with the ωB97M-V functional and the def2-TZVPD basis.

Structure (ORCA input):
```
! RIJCOSX wB97M-V def2-TZVPD def2/J DEFGRID3
* xyz 0 3
O 6.7723 0.0696 4.1210
C 7.1596 -0.8773 3.2399
O 9.8498 -0.5346 6.1993
C 10.8080 -1.2260 5.5623
O 11.5996 -1.8861 6.4301
H 10.9156 -2.6368 8.2228
C 5.4147 0.4605 3.8559
O 10.9483 -1.2548 4.3808
H 4.1219 -0.8683 2.7377
Pd 9.9073 -2.9911 3.0976
H 11.9186 -1.1854 8.3502
O 9.4439 -0.8870 0.0835
H 5.0521 0.2653 1.6701
O 7.4159 -3.5534 6.8533
O 10.9117 -1.8697 1.4648
C 8.3308 -4.0659 5.9934
C 7.0832 -4.5379 7.8173
H 8.9721 -1.2861 7.9124
H 9.2440 -0.3537 -1.8713
C 10.9573 0.6147 -0.8684
C 11.1479 -1.6784 7.7594
H 5.3515 1.5352 3.7122
H 6.7939 -6.3914 6.6600
O 8.8896 -3.4306 5.1571
C 7.5777 -5.8469 7.1824
H 6.0099 -4.5651 7.9980
H 9.9573 0.1411 8.1458
Br 8.3258 -4.4418 1.7166
H 11.5529 0.4635 -1.7655
H 4.8592 0.1329 4.7309
H 7.5685 -4.3394 8.7748
H 11.0138 1.6700 -0.6006
O 8.5195 -5.3720 6.2140
O 8.2488 -1.3512 3.2276
Br 12.0261 -4.3845 3.7071
C 5.0474 -0.3231 2.5835
C 9.8959 -0.7991 7.5983
O 6.1660 -1.2172 2.4108
H 8.1031 -6.4820 7.8884
O 11.5359 -0.1484 0.1927
C 9.5026 0.1259 -0.9293
H 8.7797 0.9019 -0.6933
C 10.6436 -1.0397 0.6528
*
```

Results
Maximum force = 0.99 eV/Å
Gap between HOMO and LUMO (alpha / beta) = 7.356 / 7.373 eV
Expectation value of S² = 2.006
Calculated total energy = -6645.6959 Ha
LUMO energy (alpha / beta) = 0.0082 / 0.0029 hartree

Copy entry 4 word for word.
An isolated molecule of C5H10, computed with the ωB97M-V functional and the def2-TZVPD basis.

Structure (ORCA input):
```
! RIJCOSX wB97M-V def2-TZVPD def2/J DEFGRID3
* xyz 0 1
H -1.8897 -1.3552 0.4087
H 0.9691 -1.2570 -0.9312
H 0.5596 2.3804 -0.0535
H -1.0888 1.4262 0.8276
H 1.1834 0.6121 1.5305
C -0.7406 0.4400 0.5167
H -2.6045 -0.0186 -0.4977
C 0.7250 0.2664 0.6097
H 2.4583 -0.7719 -0.1149
H 1.2953 -1.8189 0.7161
C 0.3012 1.3446 -0.3314
H -1.1895 -0.8652 -1.1385
C -1.6563 -0.4899 -0.2198
H 0.3342 1.1623 -1.3959
C 1.3900 -0.9657 0.0373
*
```

Results
SMILES string = C[C@@H]1C[C@@H]1C
Maximum force = 3.27 eV/Å
Gap between HOMO and LUMO = 10.014 eV
Calculated total energy = -196.4379 Ha
LUMO energy = 0.0457 hartree